No. 1
# C19H49N9O13Zn2

A molecular structure, C19H49N9O13Zn2 (wB97M-V/def2-TZVPD, OMol25).

Computed properties:
- DFT total energy (Ha) = -5782.25639
- HOMO-LUMO gap (eV) = 4.007
- max |F| (eV/A) = 10.520
- E_HOMO (eV) = -7.73
- ΔE to the lowest compared entry with this formula, charge and spin (eV) = 19.8131

The geometry in ORCA input format:
```
! RIJCOSX wB97M-V def2-TZVPD def2/J DEFGRID3
* xyz 0 1
Zn -2.59 -0.28 -0.68
Zn -2.67 3.54 -2.68
C 0.02 1.40 -2.24
O -0.23 0.25 -2.17
O -0.37 2.08 -3.20
O -0.68 1.80 -1.28
C -5.28 1.86 -1.25
O -5.13 1.05 -0.31
O -5.02 3.04 -1.20
O -4.50 1.39 -2.06
C -0.86 6.49 -0.15
O -1.27 6.07 -1.21
N -0.67 7.73 0.14
N -0.40 5.75 0.79
H -1.00 8.37 -0.57
H -0.47 8.05 1.07
H -0.22 4.79 0.54
H -0.37 6.18 1.71
C -0.95 0.15 -7.61
O -1.33 -0.12 -8.72
N -0.38 1.27 -7.29
N -0.89 -0.72 -6.67
H -0.36 2.10 -7.87
H -0.27 1.47 -6.31
H -0.55 -0.51 -5.74
H -1.32 -1.62 -6.81
C 2.22 5.80 -6.70
O 1.39 5.47 -7.50
N 2.04 5.68 -5.44
N 3.35 6.37 -7.01
H 1.23 5.11 -5.24
H 2.83 5.78 -4.82
H 3.70 7.07 -6.37
H 3.54 6.39 -8.00
C 5.02 -0.39 4.75
O 4.16 0.72 4.69
C 3.04 0.56 3.80
C 2.18 1.81 4.02
N 1.55 1.75 5.29
C 1.19 3.15 5.75
C 0.28 2.99 7.03
O 0.92 2.17 8.00
C 0.22 2.17 9.23
H 4.42 -1.24 5.05
H 5.78 -0.24 5.52
H 5.33 -0.66 3.74
H 2.45 -0.35 3.91
H 3.37 0.49 2.76
H 1.39 1.76 3.28
H 2.71 2.76 3.94
H 2.26 1.42 5.93
H 0.61 3.61 4.96
H 2.04 3.73 6.12
H -0.72 2.61 6.83
H 0.03 3.98 7.41
H 0.76 1.70 10.04
H -0.60 1.46 9.07
H -0.16 3.15 9.52
C 3.91 -2.91 -0.77
C 2.84 -3.98 -0.70
C 2.03 -4.10 0.57
O 2.80 -4.60 1.62
C 2.09 -4.96 2.77
N 2.04 -3.81 -1.85
H 4.63 -3.28 -1.50
H 4.46 -2.81 0.16
H 3.49 -1.93 -1.01
H 3.35 -4.94 -0.80
H 1.31 -4.88 0.33
H 1.48 -3.20 0.82
H 1.42 -5.82 2.64
H 1.47 -4.17 3.21
H 2.76 -5.33 3.55
H 2.73 -3.57 -2.55
H 1.56 -2.92 -1.89
C -5.37 -3.83 -2.76
C -4.77 -4.27 -1.38
C -4.66 -5.82 -1.33
O -3.88 -6.19 -0.15
C -3.87 -7.61 -0.01
N -3.40 -3.71 -1.16
H -6.37 -4.21 -2.96
H -4.67 -4.07 -3.56
H -5.57 -2.76 -2.70
H -5.32 -3.90 -0.52
H -4.31 -6.23 -2.28
H -5.71 -6.07 -1.20
H -4.65 -8.36 0.08
H -3.32 -7.75 0.92
H -3.31 -7.99 -0.86
H -2.85 -3.91 -1.98
H -3.10 -4.45 -0.55
*
```

Here are the Mulliken charges for atoms 1 to 4, given in e: 0.66, 0.72, 0.78, -0.41


No. 2
# C17H21Cl3HfO4

A molecular structure, C17H21Cl3HfO4 (wB97M-V/def2-TZVPD, OMol25).

Computed properties:
- DFT total energy (Ha) = -2390.26355
- HOMO-LUMO gap (eV) = 3.410
- max |F| (eV/A) = 2.156
- E_HOMO (eV) = 0.81

The geometry in ORCA input format:
```
! RIJCOSX wB97M-V def2-TZVPD def2/J DEFGRID3
* xyz -2 1
C -1.35 -2.10 -0.95
C -2.24 -1.11 -1.44
C -2.89 -0.51 -0.32
C -2.42 -0.71 -2.84
C -2.41 -1.14 0.85
C -1.47 -2.14 0.46
C -0.78 -3.07 1.38
C -0.40 -2.89 -1.78
C -3.82 0.63 -0.37
C -2.82 -0.83 2.23
Hf 1.04 1.02 -0.87
Cl -0.90 1.99 -1.86
Cl 1.58 0.16 -3.05
Cl -0.06 1.71 1.24
H -1.73 -1.27 -3.49
H -2.17 0.35 -2.95
H -3.45 -0.86 -3.21
H -3.51 1.35 -1.12
H -3.84 1.13 0.60
H -4.84 0.29 -0.61
H -2.88 0.25 2.39
H -2.10 -1.23 2.95
H -3.80 -1.26 2.46
H -0.60 -2.61 2.35
H 0.18 -3.40 0.94
H -1.38 -3.98 1.55
H 0.00 -2.27 -2.59
H -0.89 -3.77 -2.21
H 0.43 -3.25 -1.16
O 1.16 -0.79 -0.12
H 1.66 -1.23 0.59
O 4.32 1.78 2.04
C 4.70 2.94 1.49
C 5.80 3.59 2.06
C 6.15 4.86 1.63
C 5.40 5.51 0.65
C 4.31 4.88 0.04
C 4.00 3.56 0.41
C 2.96 2.77 -0.24
O 2.00 3.19 -0.96
O 2.99 1.47 -0.02
H 3.71 1.37 1.36
H 6.35 3.09 2.86
H 7.03 5.34 2.06
H 5.67 6.52 0.34
H 3.70 5.37 -0.71
*
```

Here are the natural (NBO) charges for atoms 1 to 4, given in e: -0.13, -0.13, -0.14, -0.64